1.
This record from the Open Molecules 2025 dataset describes a 2-piece molecular cluster, C4H5ClOSi overall at a distorted geometry. The level of theory is ωB97M-V with the def2-TZVPD basis set.

Last column: Löwdin charge in e.
Atoms and positions in Å:
C  0.46  0.57  -1.93  -0.31
C  0.00  0.29  -2.99  -0.74
C  0.43  -0.01  1.37  -0.58
C  -0.30  -1.21  1.56  -0.09
O  1.01  0.51  2.34  -0.05
Si  0.73  1.11  -0.21  0.80
Cl  -0.28  -0.02  -4.56  0.72
H  -0.60  -1.75  0.66  0.09
H  -1.19  -1.11  2.19  0.10
H  0.35  -1.85  2.12  0.09
H  1.79  1.96  0.19  -0.07
H  -2.39  1.51  -0.74  0.06

Computed properties:
HOMO-LUMO gap (alpha / beta) (hartree): 0.304 / 0.252
Energy relative to the best compared isomer or geometry (same formula, charge and spin) (kcal per mole): 124.6
Energy (eV): -26669.75060
HOMO energy (alpha / beta) (eV): -9.5 / -7.6

=====

2.
This record from the Open Molecules 2025 dataset describes a 7-piece molecular cluster, C27H51Cl2O16P overall at a distorted geometry. The level of theory is ωB97M-V with the def2-TZVPD basis set.

Last column: Löwdin charge in e.
Atoms and positions in Å:
O  -4.83  -3.73  2.61  0.05
C  -5.35  -2.90  1.71  -0.20
O  -5.47  -1.41  1.73  -0.09
C  -5.04  -0.88  0.40  -0.56
Cl  -6.25  0.49  0.06  0.60
C  -5.19  -2.25  -0.49  -0.45
P  -3.60  -3.13  -1.07  0.69
O  -3.69  -3.11  -2.84  -0.39
Cl  -1.84  -2.00  -0.62  0.17
O  -5.93  -3.19  0.36  -0.07
H  -3.97  -0.42  0.42  0.11
H  -5.88  -1.91  -1.37  0.14
H  -3.85  -2.12  -3.03  -0.01
C  2.32  -2.61  1.25  -0.06
C  2.11  -1.22  0.68  -0.23
O  0.99  -0.57  1.31  -0.03
C  1.05  0.11  2.48  -0.52
C  2.27  -0.03  3.34  0.01
O  0.09  0.77  2.86  0.07
H  2.55  -2.57  2.32  0.07
H  3.13  -3.12  0.74  0.08
H  1.40  -3.20  1.14  0.07
H  3.01  -0.60  0.74  0.12
H  1.86  -1.30  -0.38  0.12
H  2.10  -0.81  4.08  0.10
H  2.45  0.93  3.84  0.08
H  3.18  -0.25  2.78  0.08
C  0.63  2.33  -0.56  -0.05
C  1.26  2.94  0.67  -0.21
O  2.67  3.18  0.46  -0.01
C  3.18  4.28  -0.13  -0.51
C  2.26  5.20  -0.87  0.00
O  4.39  4.47  -0.13  0.08
H  0.69  3.00  -1.42  0.06
H  -0.43  2.10  -0.38  0.09
H  1.15  1.41  -0.84  0.08
H  0.76  3.85  1.00  0.12
H  1.19  2.23  1.50  0.09
H  2.26  4.93  -1.93  0.09
H  2.63  6.22  -0.76  0.09
H  1.24  5.20  -0.49  0.07
C  -2.92  2.91  -5.60  -0.06
C  -3.91  1.79  -5.88  -0.21
O  -3.69  0.68  -5.01  0.02
C  -4.20  0.57  -3.76  -0.45
C  -4.81  1.78  -3.11  0.01
O  -4.10  -0.49  -3.14  0.04
H  -3.03  3.29  -4.58  0.07
H  -3.05  3.73  -6.30  0.09
H  -1.89  2.53  -5.68  0.07
H  -4.95  2.13  -5.84  0.11
H  -3.75  1.42  -6.90  0.13
H  -4.05  2.27  -2.50  0.11
H  -5.64  1.46  -2.48  0.05
H  -5.22  2.50  -3.82  0.07
C  4.16  0.81  6.40  -0.06
C  3.79  -0.49  7.08  -0.23
O  4.55  -1.59  6.55  -0.01
C  5.79  -1.93  6.96  -0.51
C  6.56  -0.98  7.83  0.00
O  6.30  -2.98  6.57  0.08
H  5.21  1.06  6.57  0.07
H  3.54  1.63  6.77  0.09
H  4.03  0.73  5.32  0.06
H  3.88  -0.44  8.17  0.11
H  2.73  -0.71  6.88  0.12
H  7.21  -0.37  7.20  0.10
H  7.17  -1.57  8.53  0.09
H  5.93  -0.34  8.45  0.07
C  -2.00  -8.14  3.07  -0.07
C  -1.14  -7.46  4.11  -0.23
O  -0.40  -6.37  3.52  -0.01
C  -0.88  -5.12  3.36  -0.49
C  -2.35  -4.88  3.53  -0.01
O  -0.14  -4.21  3.00  0.07
H  -2.75  -7.46  2.66  0.07
H  -2.52  -9.00  3.50  0.08
H  -1.39  -8.48  2.23  0.08
H  -1.71  -7.13  4.98  0.11
H  -0.40  -8.17  4.48  0.12
H  -2.84  -4.93  2.55  0.08
H  -2.49  -3.88  3.95  0.10
H  -2.84  -5.57  4.21  0.07
C  1.20  6.02  -6.97  -0.07
C  1.62  4.70  -6.35  -0.23
O  0.61  3.70  -6.54  -0.01
C  0.47  2.93  -7.64  -0.50
C  1.24  3.30  -8.88  0.01
O  -0.32  2.00  -7.66  0.08
H  1.07  5.93  -8.05  0.07
H  1.96  6.79  -6.78  0.08
H  0.25  6.35  -6.56  0.08
H  2.59  4.35  -6.72  0.12
H  1.73  4.83  -5.27  0.12
H  0.61  3.91  -9.53  0.10
H  1.52  2.39  -9.40  0.10
H  2.17  3.83  -8.68  0.07

Computed properties:
HOMO-LUMO gap (hartree): 0.341
Energy (eV): -95917.75732
SMILES: O=C1O[C@H](Cl)[C@@H](P(O)Cl)O1.CCOC(C)=O.CCOC(C)=O.CCOC(C)=O.CCOC(C)=O.CCOC(C)=O.CCOC(C)=O
HOMO energy (eV): -9.2